1.
DFT (wB97M-V/def2-TZVPD) results for a single C5H11N molecule.

Each line ends with the Löwdin charge.
Positions of all 17 atoms, in Å:
N 0.851 1.152 0.156  -0.117
C 0.120 -0.996 -0.910  -0.223
C -0.871 -2.160 -0.875  -0.111
C -0.131 0.080 0.160  -0.350
C 0.864 0.179 1.246  -0.104
C 0.270 2.461 0.451  -0.111
H -0.225 2.814 -0.462  0.083
H 1.046 3.189 0.713  0.077
H -0.692 -2.849 -0.039  0.073
H 0.057 -0.432 -1.840  0.106
H 0.611 0.520 2.256  0.115
H -0.484 2.457 1.260  0.080
H 1.152 -1.406 -0.906  0.116
H 1.314 -0.759 0.952  0.094
H -0.827 -2.755 -1.795  0.069
H -1.166 0.282 0.410  0.137
H -1.890 -1.775 -0.776  0.067

Computed properties:
Calculated total energy = -6851.499 eV
E_HOMO = -8.78 eV
Relative energy (zero: lowest compared OMol25 entry of this formula, charge and spin) = 46.8 kcal per mole
Frontier orbital gap = 9.9756 eV

=====

2.
DFT (wB97M-V/def2-TZVPD) results for a single C5H11N molecule.

Each line ends with the Löwdin charge.
Positions of all 17 atoms, in Å:
N -1.060 -0.597 0.095  -0.128
C 0.067 0.337 0.119  -0.233
C -2.089 -0.425 -0.913  -0.153
C 2.620 0.426 0.161  -0.123
C 1.373 -0.454 0.135  -0.262
C -2.363 -0.123 0.513  -0.158
H -2.931 -0.815 1.132  0.098
H 0.042 1.026 -0.743  0.119
H 2.695 1.041 -0.742  0.069
H 0.007 0.959 1.023  0.119
H -2.011 0.428 -1.589  0.101
H 3.525 -0.187 0.223  0.067
H 2.618 1.100 1.027  0.070
H -2.469 0.928 0.785  0.104
H -2.465 -1.335 -1.376  0.097
H 1.387 -1.115 -0.742  0.108
H 1.351 -1.107 1.016  0.107

Computed properties:
Calculated total energy = -6852.167 eV
E_HOMO = -9.03 eV
Relative energy (zero: lowest compared OMol25 entry of this formula, charge and spin) = 31.4 kcal per mole
Frontier orbital gap = 10.2977 eV

=====

3.
DFT (wB97M-V/def2-TZVPD) results for 2 unconnected molecules or ions with the total composition C5H11N.

Each line ends with the Löwdin charge.
Positions of all 17 atoms, in Å:
N 0.069 -0.580 -0.409  -0.186
C -0.833 -0.644 -1.334  0.020
C -2.294 0.608 1.211  -0.060
C 0.598 -0.877 0.775  -0.057
C 1.188 0.254 0.034  -0.288
C 2.507 0.179 -0.697  -0.061
H 2.745 -0.857 -0.958  0.080
H -3.078 -0.133 1.034  0.022
H 2.549 0.801 -1.597  0.070
H -0.905 0.161 -2.054  0.073
H -2.484 1.133 2.149  0.018
H -1.331 0.097 1.298  -0.024
H 0.951 -1.824 1.151  0.094
H -2.280 1.318 0.381  0.019
H 3.280 0.536 -0.007  0.077
H 0.883 1.267 0.323  0.130
H -1.565 -1.441 -1.300  0.074

Computed properties:
Calculated total energy = -6849.503 eV
E_HOMO = -7.21 eV
Relative energy (zero: lowest compared OMol25 entry of this formula, charge and spin) = 92.8 kcal per mole
Frontier orbital gap = 8.2702 eV

=====

4.
DFT (wB97M-V/def2-TZVPD) results for a single C5H11N molecule.

Each line ends with the Löwdin charge.
Positions of all 17 atoms, in Å:
N -2.429 -0.146 -0.113  -0.012
C -0.044 0.781 -0.526  -0.295
C 1.257 -1.425 0.075  -0.107
C -1.020 -0.016 0.319  -0.321
C 1.066 1.492 0.100  -0.087
C 0.058 -0.720 -0.515  -0.305
H -2.900 -0.832 0.559  0.087
H 1.371 1.029 1.023  0.070
H -0.911 0.046 1.383  0.123
H 1.167 -1.159 1.205  0.091
H -0.453 -1.278 -1.334  0.137
H -2.969 0.816 0.000  0.114
H 1.196 -2.617 -0.118  0.109
H 0.817 2.563 0.236  0.094
H 2.314 -1.131 -0.380  0.104
H -0.460 1.179 -1.436  0.133
H 1.941 1.416 -0.479  0.063

Computed properties:
Calculated total energy = -6851.755 eV
E_HOMO = -9.07 eV
Relative energy (zero: lowest compared OMol25 entry of this formula, charge and spin) = 40.9 kcal per mole
Frontier orbital gap = 10.2083 eV

=====

5.
DFT (wB97M-V/def2-TZVPD) results for a single C5H11N molecule.

Each line ends with the Löwdin charge.
Positions of all 17 atoms, in Å:
N -1.132 0.840 -1.191  0.083
C 1.098 -0.955 1.274  -0.072
C 0.159 0.043 0.642  -0.318
C 0.195 -1.125 -1.607  -0.045
C -0.215 1.214 1.485  -0.085
C -0.205 -0.051 -0.642  -0.377
H -0.039 1.024 2.547  0.074
H -1.260 1.538 1.481  0.071
H -1.038 1.047 -2.176  0.081
H 0.301 -0.709 -2.610  0.071
H 1.151 -1.606 -1.395  0.072
H -1.278 1.690 -0.665  0.067
H 0.341 2.122 1.225  0.084
H 0.730 -1.318 2.235  0.073
H 1.224 -1.860 0.677  0.061
H -0.615 -1.839 -1.727  0.084
H 2.069 -0.503 1.460  0.077

Computed properties:
Calculated total energy = -6853.172 eV
E_HOMO = -7.56 eV
Relative energy (zero: lowest compared OMol25 entry of this formula, charge and spin) = 8.2 kcal per mole
Frontier orbital gap = 8.6241 eV

=====

6.
DFT (wB97M-V/def2-TZVPD) results for a single C5H11N molecule.

Each line ends with the Löwdin charge.
Positions of all 17 atoms, in Å:
N -1.170 0.835 -0.499  -0.133
C 1.606 -0.407 -0.208  -0.198
C -0.714 0.116 0.681  -0.267
C 2.545 -1.334 0.008  -0.001
C 0.800 0.229 0.880  -0.208
C -2.548 0.515 -0.857  -0.143
H -3.219 0.766 -0.043  0.074
H -0.947 -0.962 0.618  0.117
H 2.721 -1.708 1.005  0.053
H 1.082 1.281 0.933  0.114
H 3.089 -1.728 -0.835  0.047
H -2.827 1.091 -1.734  0.071
H -2.676 -0.538 -1.147  0.076
H -0.597 0.596 -1.298  0.084
H -1.216 0.522 1.556  0.112
H 1.520 -0.113 -1.257  0.095
H 1.060 -0.236 1.833  0.109

Computed properties:
Calculated total energy = -6852.467 eV
E_HOMO = -8.88 eV
Relative energy (zero: lowest compared OMol25 entry of this formula, charge and spin) = 24.5 kcal per mole
Frontier orbital gap = 10.0901 eV

=====

7.
DFT (wB97M-V/def2-TZVPD) results for 2 unconnected molecules or ions with the total composition C5H11N.

Each line ends with the Löwdin charge.
Positions of all 17 atoms, in Å:
N 1.478 1.264 1.729  -0.093
C -0.716 -1.950 -1.925  -0.190
C 0.339 -0.358 -0.308  -0.125
C 0.388 -1.536 -1.155  -0.079
C 0.778 2.426 2.186  -0.297
C -1.982 -1.459 -1.846  0.060
H 0.911 -0.395 0.641  0.061
H -2.204 -0.456 -1.525  0.061
H 0.647 3.137 1.361  0.049
H 1.304 2.980 2.973  0.065
H 1.334 -1.987 -1.448  0.103
H 0.557 0.592 -0.773  0.096
H -0.271 2.231 2.470  0.062
H -0.522 -2.782 -2.584  0.094
H -0.692 -0.319 0.073  0.078
H -2.759 -1.988 -2.377  0.056
H 1.410 0.600 2.507  -0.001

Computed properties:
Calculated total energy = -6846.737 eV
E_HOMO = -6.08 eV
Relative energy (zero: lowest compared OMol25 entry of this formula, charge and spin) = 156.6 kcal per mole
Frontier orbital gap = 3.4589 eV

=====

8.
DFT (wB97M-V/def2-TZVPD) results for a single C5H11N molecule.

Each line ends with the Löwdin charge.
Positions of all 17 atoms, in Å:
N 0.421 0.394 -1.403  -0.090
C -0.337 1.091 2.398  -0.129
C -0.954 -1.160 0.049  -0.033
C 0.835 -0.658 -2.310  -0.133
C 0.148 1.013 0.964  -0.129
C -0.107 0.105 -0.067  -0.280
H -1.363 1.174 2.551  0.033
H 1.866 -0.812 -2.319  0.040
H 0.044 1.953 3.062  0.098
H -1.579 -1.264 -0.847  0.097
H -0.008 0.148 2.815  0.060
H 1.011 1.230 -1.429  0.115
H 0.730 1.893 0.762  0.071
H -0.392 -2.071 0.134  0.072
H -1.300 -1.113 0.974  0.013
H 0.589 -1.713 -2.059  0.084
H 0.398 -0.207 -3.277  0.109

Computed properties:
Calculated total energy = -6851.283 eV
E_HOMO = -7.43 eV
Relative energy (zero: lowest compared OMol25 entry of this formula, charge and spin) = 51.8 kcal per mole
Frontier orbital gap = 8.4891 eV

=====

9.
DFT (wB97M-V/def2-TZVPD) results for a single C5H11N molecule.

Each line ends with the Löwdin charge.
Positions of all 17 atoms, in Å:
N -0.002 -1.404 -0.177  -0.136
C 0.055 -0.001 0.162  -0.328
C -0.582 2.428 -0.285  -0.113
C -0.563 -0.986 1.091  -0.110
C 1.260 -2.116 -0.164  -0.110
C -0.689 0.968 -0.722  -0.220
H 0.465 2.749 -0.251  0.070
H -1.001 2.602 0.712  0.072
H 1.928 -1.798 0.654  0.080
H -1.645 -1.071 1.163  0.104
H 1.089 -3.193 -0.080  0.079
H 1.035 0.352 0.495  0.138
H 1.778 -1.938 -1.113  0.081
H -1.103 3.095 -0.980  0.068
H -0.018 -1.200 2.012  0.105
H -1.735 0.651 -0.790  0.111
H -0.270 0.861 -1.729  0.110

Computed properties:
Calculated total energy = -6852.314 eV
E_HOMO = -9.10 eV
Relative energy (zero: lowest compared OMol25 entry of this formula, charge and spin) = 28.0 kcal per mole
Frontier orbital gap = 10.3000 eV

=====

10.
DFT (wB97M-V/def2-TZVPD) results for a single C5H11N molecule.

Each line ends with the Löwdin charge.
Positions of all 17 atoms, in Å:
N -1.063 -0.709 0.162  -0.115
C -2.271 0.014 0.461  -0.192
C -2.117 -0.629 -0.861  -0.126
C 0.029 0.272 0.237  -0.261
C 2.563 0.501 0.071  -0.119
C 1.351 -0.418 0.031  -0.270
H 3.467 -0.072 -0.150  0.067
H 2.696 0.971 1.054  0.072
H -2.171 1.095 0.491  0.098
H -0.008 0.695 1.257  0.126
H -1.949 -0.095 -1.800  0.105
H -2.837 -0.440 1.266  0.104
H -0.119 1.139 -0.437  0.125
H 1.423 -1.191 0.805  0.111
H 1.287 -0.933 -0.932  0.109
H 2.478 1.301 -0.673  0.070
H -2.758 -1.499 -0.982  0.094

Computed properties:
Calculated total energy = -6851.870 eV
E_HOMO = -9.11 eV
Relative energy (zero: lowest compared OMol25 entry of this formula, charge and spin) = 38.2 kcal per mole
Frontier orbital gap = 10.3337 eV

=====

11.
DFT (wB97M-V/def2-TZVPD) results for a single C5H11N molecule.

Each line ends with the Löwdin charge.
Positions of all 17 atoms, in Å:
N 0.233 1.651 -0.026  0.016
C -2.553 -0.425 -0.283  0.014
C 2.212 -0.383 -0.227  -0.126
C -0.227 0.227 -0.098  -0.509
C -1.519 -0.069 0.472  -0.186
C 0.797 -0.796 0.337  -0.228
H 0.774 1.806 0.975  0.144
H -3.557 -0.618 0.024  0.038
H -0.522 2.320 -0.210  0.066
H 2.131 -0.253 -1.378  0.096
H -0.397 0.034 -1.188  0.134
H 0.867 -0.867 1.443  0.113
H 2.982 -1.182 0.039  0.078
H -2.609 -0.294 -1.394  0.076
H 2.511 0.624 0.163  0.054
H -1.612 -0.029 1.524  0.096
H 0.488 -1.746 -0.174  0.125

Computed properties:
Calculated total energy = -6851.877 eV
E_HOMO = -9.11 eV
Relative energy (zero: lowest compared OMol25 entry of this formula, charge and spin) = 38.1 kcal per mole
Frontier orbital gap = 10.2319 eV

=====

12.
DFT (wB97M-V/def2-TZVPD) results for a single C5H11N molecule.

Each line ends with the Löwdin charge.
Positions of all 17 atoms, in Å:
N -0.494 0.538 -0.068  -0.296
C 1.479 -2.135 0.504  -0.007
C 0.693 1.195 -0.563  -0.101
C 0.231 -1.683 0.462  -0.175
C -0.229 -0.368 1.031  -0.234
C -1.683 1.350 -0.014  -0.111
H -2.513 0.755 0.379  0.080
H 1.301 1.652 0.240  0.085
H -1.600 2.269 0.592  0.083
H 0.415 1.988 -1.263  0.081
H -1.946 1.645 -1.036  0.081
H 2.263 -1.581 1.016  0.057
H -1.152 -0.513 1.606  0.114
H 0.530 0.026 1.734  0.115
H 1.328 0.479 -1.095  0.079
H 1.777 -3.069 0.036  0.050
H -0.534 -2.233 -0.085  0.100

Computed properties:
Calculated total energy = -6852.207 eV
E_HOMO = -8.22 eV
Relative energy (zero: lowest compared OMol25 entry of this formula, charge and spin) = 30.5 kcal per mole
Frontier orbital gap = 9.3837 eV

=====

13.
DFT (wB97M-V/def2-TZVPD) results for a single C5H11N molecule.

Each line ends with the Löwdin charge.
Positions of all 17 atoms, in Å:
N -0.420 -0.522 0.287  -0.194
C 0.723 -0.572 -0.530  -0.259
C -0.668 1.927 0.103  -0.058
C -1.384 -1.542 0.503  -0.084
C -0.436 0.560 -0.619  -0.246
C 2.088 -0.194 -0.002  -0.073
H 2.643 -1.010 0.478  0.070
H -0.798 1.758 1.177  0.070
H -0.880 0.543 -1.618  0.116
H 0.161 2.615 -0.017  0.053
H -1.015 -2.119 1.353  0.082
H -1.562 2.505 -0.204  0.068
H 0.775 -1.468 -1.215  0.144
H 1.952 0.611 0.722  0.071
H -2.334 -1.065 0.767  0.087
H 2.705 0.179 -0.829  0.074
H -1.550 -2.207 -0.356  0.079

Computed properties:
Calculated total energy = -6851.436 eV
E_HOMO = -8.60 eV
Relative energy (zero: lowest compared OMol25 entry of this formula, charge and spin) = 48.3 kcal per mole
Frontier orbital gap = 9.7949 eV

=====

14.
DFT (wB97M-V/def2-TZVPD) results for a single C5H11N molecule.

Each line ends with the Löwdin charge.
Positions of all 17 atoms, in Å:
N 0.525 -1.026 -1.591  -0.047
C -0.264 0.076 -0.748  -0.423
C 1.156 -0.860 1.178  0.015
C 0.198 1.466 -1.211  -0.106
C -1.102 0.009 1.755  -0.086
C 0.026 -0.292 0.717  -0.383
H 1.292 -0.918 2.243  0.050
H -0.593 0.221 2.756  0.079
H 0.092 1.621 -2.311  0.068
H -1.369 0.069 -0.895  0.117
H -1.580 0.958 1.173  0.101
H -1.940 -0.892 1.771  0.124
H 0.553 -1.970 -1.024  0.078
H 1.977 -1.069 0.450  0.072
H 1.331 1.481 -1.067  0.085
H -0.095 -1.293 -2.586  0.143
H -0.207 2.419 -0.611  0.114

Computed properties:
Calculated total energy = -6850.856 eV
E_HOMO = -9.28 eV
Relative energy (zero: lowest compared OMol25 entry of this formula, charge and spin) = 61.6 kcal per mole
Frontier orbital gap = 10.2629 eV